1.
Computed, not measured: a molecular structure, C30H37BrF13I2NO2 in a non-equilibrium geometry, with ωB97M-V/def2-TZVPD.

Geometry (Å):
C (-2.487, 3.339, -1.616)
C (-1.833, 4.736, -2.008)
C (-2.741, 6.053, -1.760)
C (-0.557, 4.937, -2.586)
C (0.813, 4.274, -2.116)
C (0.865, 3.873, -0.571)
C (2.011, 2.743, -0.303)
C (2.420, 2.889, 1.234)
C (1.343, 1.350, -0.697)
C (2.272, 0.057, -0.500)
C (1.526, -1.163, 0.290)
C (0.607, -1.745, -0.856)
C (-0.730, -2.498, -0.433)
C (-1.696, -2.801, -1.694)
F (-2.058, -1.497, -2.183)
F (-0.872, -3.372, -2.689)
C (-2.979, -3.652, -1.297)
F (-2.528, -4.669, -0.398)
F (-3.806, -2.816, -0.515)
C (-3.730, -4.416, -2.471)
F (-4.752, -5.194, -1.852)
F (-2.845, -5.391, -3.018)
C (-4.242, -3.546, -3.694)
F (-4.796, -4.465, -4.635)
F (-3.180, -2.924, -4.406)
C (-5.348, -2.445, -3.404)
F (-4.897, -1.308, -2.713)
F (-5.765, -1.963, -4.681)
C (-6.678, -2.938, -2.676)
F (-7.664, -1.948, -2.941)
F (-7.205, -4.138, -3.147)
F (-6.594, -3.029, -1.287)
O (2.452, -2.268, 0.577)
C (3.196, -1.830, 1.736)
C (4.777, -1.962, 1.790)
I (5.678, -2.243, 3.780)
C (5.678, -1.893, 0.710)
C (5.157, -1.677, -0.776)
I (7.860, -2.035, 0.959)
C (2.499, -0.508, 2.395)
N (2.626, -0.662, 3.864)
C (2.221, 0.387, 4.552)
C (1.074, 0.145, 5.661)
C (2.779, 1.876, 4.447)
C (1.027, -0.665, 1.702)
C (-0.035, -1.448, 2.583)
C (-1.430, -0.635, 2.659)
O (-1.834, 0.138, 1.785)
Br (-2.647, -0.900, 4.237)
H (-2.146, 2.497, -2.307)
H (-3.624, 3.424, -1.773)
H (-2.344, 3.110, -0.508)
H (-3.522, 5.844, -0.959)
H (-3.290, 6.363, -2.727)
H (-2.028, 6.900, -1.497)
H (-0.508, 5.617, -3.506)
H (1.635, 5.058, -2.283)
H (1.043, 3.398, -2.823)
H (0.932, 4.750, 0.147)
H (-0.128, 3.331, -0.348)
H (2.898, 3.032, -0.962)
H (2.530, 3.994, 1.485)
H (1.609, 2.428, 1.906)
H (3.437, 2.394, 1.365)
H (1.097, 1.428, -1.821)
H (0.320, 1.178, -0.195)
H (2.455, -0.374, -1.553)
H (3.301, 0.293, -0.086)
H (0.312, -0.972, -1.656)
H (1.241, -2.513, -1.436)
H (-0.444, -3.435, 0.138)
H (-1.338, -1.769, 0.216)
H (2.877, -2.620, 2.520)
H (4.301, -2.365, -1.083)
H (6.034, -1.963, -1.467)
H (4.952, -0.574, -1.023)
H (3.137, 0.381, 2.083)
H (0.729, -0.941, 5.701)
H (1.575, 0.346, 6.682)
H (0.228, 0.896, 5.571)
H (1.925, 2.542, 4.095)
H (3.081, 2.187, 5.512)
H (3.676, 1.862, 3.754)
H (0.663, 0.426, 1.780)
H (0.265, -1.578, 3.686)
H (-0.255, -2.521, 2.228)

Strongest force on any atom (hartree/bohr): 0.084
Molar mass (g mol⁻¹): 1024.32
Total charge: 0
Energy (eV): -158856.3114
HOMO energy (eV): -7.92

---

2.
Computed, not measured: a molecular structure, C30H37BrN8OPPbS, with ωB97M-V/def2-TZVPD.

Geometry (Å):
Pb (0.745, -0.915, 0.106)
C (-2.064, -5.796, 1.704)
N (-1.580, -4.784, 0.803)
C (-1.800, -4.744, -0.532)
C (-1.168, -3.622, -0.999)
N (-0.572, -2.982, 0.037)
C (-0.833, -3.707, 1.124)
P (-0.236, -3.388, 2.822)
C (-0.756, -1.635, 2.945)
N (-0.425, -0.617, 2.148)
C (-1.017, 0.489, 2.668)
C (-1.716, 0.134, 3.788)
N (-1.546, -1.200, 3.947)
C (-2.142, -2.012, 4.978)
C (1.523, -3.107, 2.381)
N (2.037, -2.382, 1.382)
C (3.376, -2.602, 1.392)
C (3.678, -3.460, 2.412)
N (2.508, -3.767, 3.021)
C (2.354, -4.620, 4.170)
H (-2.591, -6.559, 1.136)
H (-1.235, -6.265, 2.237)
H (-2.756, -5.370, 2.432)
H (-2.369, -5.493, -1.044)
H (-1.096, -3.263, -2.004)
H (-0.898, 1.449, 2.208)
H (-2.306, 0.724, 4.460)
H (-2.649, -1.372, 5.698)
H (-2.873, -2.697, 4.546)
H (-1.382, -2.595, 5.500)
H (4.033, -2.161, 0.672)
H (4.620, -3.863, 2.725)
H (3.335, -4.950, 4.505)
H (1.870, -4.082, 4.985)
H (1.754, -5.498, 3.925)
N (-4.982, -2.236, -4.252)
C (-4.308, -1.376, -3.916)
C (-3.417, -0.362, -3.469)
C (-3.769, 0.481, -2.414)
C (-2.869, 1.430, -1.959)
C (-1.625, 1.524, -2.560)
C (-1.254, 0.669, -3.593)
C (-2.155, -0.269, -4.058)
H (-4.744, 0.396, -1.958)
H (-3.159, 2.075, -1.146)
H (-0.271, 0.732, -4.032)
H (-1.895, -0.923, -4.877)
Br (3.095, -0.131, -1.899)
C (3.534, 0.854, -0.328)
C (4.642, 1.681, -0.292)
C (4.907, 2.338, 0.903)
C (4.058, 2.145, 1.985)
C (2.972, 1.299, 1.832)
N (2.717, 0.656, 0.696)
H (5.281, 1.797, -1.153)
H (5.776, 2.973, 0.991)
H (4.243, 2.639, 2.925)
H (2.280, 1.101, 2.637)
C (-1.263, 3.357, -5.551)
C (-0.725, 4.193, -4.393)
C (0.318, 3.474, -3.539)
S (-0.372, 2.709, -2.037)
O (0.645, 1.965, -1.322)
C (-1.054, 4.013, -0.938)
C (-0.127, 4.269, 0.241)
C (1.150, 4.996, -0.160)
H (-1.855, 3.987, -6.210)
H (-1.900, 2.544, -5.213)
H (-0.448, 2.946, -6.140)
H (-1.556, 4.539, -3.775)
H (-0.256, 5.084, -4.814)
H (1.082, 4.153, -3.165)
H (0.809, 2.669, -4.087)
H (-2.036, 3.680, -0.613)
H (-1.159, 4.899, -1.559)
H (0.125, 3.317, 0.714)
H (-0.679, 4.875, 0.964)
H (1.772, 4.385, -0.812)
H (1.732, 5.230, 0.728)
H (0.916, 5.934, -0.658)

Strongest force on any atom (hartree/bohr): 0.019
Molar mass (g mol⁻¹): 875.83
Total charge: +3
Energy relative to the best compared isomer or geometry (same formula, charge and spin) (kcal/mol): 0.0
Energy (eV): -141069.5984
HOMO energy (eV): -16.38

---

3.
Computed, not measured: a molecular structure, C30H37Cl2CoNO4Si in a non-equilibrium geometry, with ωB97M-V/def2-TZVPD.

Geometry (Å):
Co (-0.141, -0.400, 0.972)
Cl (5.595, 0.726, 5.237)
C (4.303, 0.721, 4.087)
C (3.966, 1.906, 3.423)
C (2.949, 1.921, 2.506)
Cl (2.512, 3.405, 1.727)
C (2.220, 0.756, 2.173)
O (1.284, 0.819, 1.265)
C (2.563, -0.421, 2.886)
C (1.890, -1.674, 2.673)
O (0.993, -1.921, 1.852)
C (3.603, -0.418, 3.833)
H (4.509, 2.817, 3.643)
H (2.240, -2.506, 3.299)
H (3.847, -1.335, 4.366)
C (-1.569, 2.754, 1.228)
O (-1.856, 1.498, 0.577)
C (-2.782, 1.506, -0.437)
C (-3.367, 2.672, -0.909)
C (-4.250, 2.637, -1.979)
C (-4.551, 1.431, -2.589)
C (-3.999, 0.261, -2.095)
C (-3.133, 0.271, -1.007)
N (-2.591, -0.956, -0.575)
C (-2.037, -1.239, 0.663)
C (-2.811, -0.738, 1.826)
C (-4.192, -0.679, 1.857)
C (-4.827, -0.251, 3.015)
C (-4.085, 0.155, 4.161)
C (-2.727, 0.148, 4.149)
C (-2.056, -0.263, 2.955)
O (-0.807, -0.160, 2.817)
H (-0.804, 2.547, 1.967)
H (-2.466, 3.143, 1.712)
H (-1.187, 3.482, 0.515)
H (-3.135, 3.624, -0.446)
H (-4.696, 3.561, -2.333)
H (-5.217, 1.397, -3.443)
H (-4.246, -0.695, -2.550)
H (-2.664, -1.707, -1.233)
H (-1.788, -2.295, 0.748)
H (-4.774, -1.007, 1.003)
H (-5.910, -0.245, 3.052)
H (-4.611, 0.478, 5.052)
H (-2.141, 0.477, 5.001)
C (-0.478, -1.626, -2.561)
Si (0.940, -0.918, -1.551)
C (1.397, 0.775, -2.304)
C (2.746, 1.297, -1.801)
C (1.451, 0.572, -3.829)
C (0.301, 1.792, -1.974)
C (2.291, -2.263, -1.552)
C (2.758, -2.426, -3.009)
C (1.682, -3.595, -1.084)
C (3.513, -1.895, -0.698)
H (-0.060, -1.971, -3.516)
H (-1.247, -0.877, -2.783)
H (-0.940, -2.495, -2.076)
H (3.573, 0.648, -2.102)
H (2.760, 1.406, -0.716)
H (2.931, 2.288, -2.236)
H (2.283, -0.063, -4.138)
H (1.593, 1.555, -4.296)
H (0.524, 0.148, -4.234)
H (0.249, 1.968, -0.899)
H (-0.687, 1.474, -2.333)
H (0.541, 2.745, -2.459)
H (1.943, -2.682, -3.694)
H (3.484, -3.249, -3.040)
H (3.261, -1.530, -3.388)
H (0.882, -3.932, -1.755)
H (1.284, -3.542, -0.070)
H (2.463, -4.365, -1.097)
H (4.007, -0.986, -1.054)
H (4.245, -2.711, -0.746)
H (3.258, -1.743, 0.350)

⟨S²⟩: 6.382
Strongest force on any atom (hartree/bohr): 0.020
Spin multiplicity: 5
Molar mass (g mol⁻¹): 633.55
Total charge: +1
Energy relative to the best compared isomer or geometry (same formula, charge and spin) (kcal/mol): 0.0
Energy (eV): -111932.8835
HOMO energy (spin up / spin down) (eV): -10.17 / -10.72

---

4.
Computed, not measured: a molecular structure, C30H37N12OSV, with ωB97M-V/def2-TZVPD.

Geometry (Å):
V (1.399, -0.488, 0.396)
N (-1.232, -3.720, 2.184)
C (-0.634, -3.048, 1.209)
N (0.476, -2.374, 1.332)
C (1.114, -2.404, 2.581)
N (2.314, -1.929, 2.729)
N (2.752, -1.458, 1.494)
C (3.872, -1.838, 1.020)
C (4.077, -1.500, -0.399)
C (5.259, -1.760, -1.064)
C (5.339, -1.473, -2.421)
C (4.233, -0.932, -3.054)
C (3.083, -0.706, -2.314)
N (2.983, -0.991, -1.016)
C (0.435, -2.996, 3.727)
C (0.947, -2.938, 5.028)
C (0.274, -3.559, 6.056)
C (-0.913, -4.255, 5.803)
C (-1.433, -4.328, 4.528)
C (-0.749, -3.689, 3.499)
H (-2.063, -4.250, 1.970)
H (-1.126, -3.076, 0.245)
H (4.568, -2.443, 1.594)
H (6.102, -2.180, -0.532)
H (6.251, -1.668, -2.970)
H (4.255, -0.686, -4.106)
H (2.199, -0.274, -2.772)
H (1.880, -2.423, 5.210)
H (0.668, -3.522, 7.062)
H (-1.428, -4.749, 6.616)
H (-2.348, -4.873, 4.333)
C (-3.478, -0.003, -3.119)
C (-2.353, 0.226, -2.088)
N (-1.041, -0.047, -2.687)
C (-0.756, 0.983, -3.697)
C (-1.935, 1.120, -4.679)
N (-2.823, -0.080, -4.471)
C (-2.007, -1.341, -4.567)
C (-1.063, -1.357, -3.343)
H (-4.200, 0.810, -3.150)
H (-4.013, -0.942, -2.981)
H (-2.497, -0.413, -1.217)
H (-2.351, 1.261, -1.745)
H (0.155, 0.702, -4.227)
H (-0.596, 1.936, -3.198)
H (-1.635, 1.123, -5.725)
H (-2.547, 1.999, -4.484)
H (-3.543, -0.091, -5.192)
H (-1.478, -1.303, -5.517)
H (-2.701, -2.179, -4.587)
H (-0.057, -1.623, -3.664)
H (-1.390, -2.105, -2.620)
N (-0.802, 5.425, -0.924)
C (-0.591, 4.115, -1.101)
O (-1.408, 3.372, -1.632)
C (0.725, 3.553, -0.630)
C (1.871, 4.295, -0.361)
C (3.018, 3.640, 0.060)
C (2.983, 2.267, 0.221)
N (1.887, 1.542, -0.037)
C (0.797, 2.181, -0.473)
H (-1.653, 5.826, -1.289)
H (-0.135, 6.039, -0.493)
H (1.896, 5.369, -0.491)
H (3.928, 4.184, 0.266)
H (3.851, 1.720, 0.566)
H (-0.083, 1.584, -0.702)
C (-3.816, 2.836, 1.738)
C (-3.497, 1.347, 1.850)
C (-2.056, 1.083, 2.150)
N (-1.276, 0.393, 1.391)
N (0.020, 0.339, 1.872)
C (0.173, 0.966, 3.011)
N (1.361, 1.029, 3.658)
S (-1.273, 1.712, 3.568)
H (-4.863, 2.978, 1.475)
H (-3.201, 3.311, 0.971)
H (-3.647, 3.357, 2.681)
H (-3.716, 0.825, 0.917)
H (-4.109, 0.881, 2.627)
H (1.978, 0.237, 3.525)
H (1.394, 1.444, 4.575)

⟨S²⟩: 3.765
Strongest force on any atom (hartree/bohr): 0.018
Spin multiplicity: 4
Molar mass (g mol⁻¹): 664.72
Total charge: +3
Energy relative to the best compared isomer or geometry (same formula, charge and spin) (kcal/mol): 0.0
Energy (eV): -88142.2862
HOMO energy (spin up / spin down) (eV): -15.29 / -15.58

---

5.
Computed, not measured: 7 unconnected molecules or ions with the total composition C30H38BrI2N6O in a non-equilibrium geometry, with ωB97M-V/def2-TZVPD.

Geometry (Å):
O (-0.524, -0.350, -0.873)
C (-1.119, 0.703, -1.237)
I (-3.057, 0.727, -2.233)
C (-0.330, 2.098, -0.954)
C (0.888, 1.797, 0.052)
I (0.741, 3.401, 1.595)
C (2.326, 2.041, -0.618)
C (2.810, 0.885, -1.612)
C (1.970, 0.775, -2.974)
Br (3.058, -0.352, -4.259)
H (-1.082, 2.778, -0.397)
H (-0.048, 2.662, -1.910)
H (2.338, 3.092, -1.075)
H (3.088, 2.059, 0.252)
H (2.875, -0.151, -1.143)
H (3.889, 1.160, -1.929)
H (1.811, 1.788, -3.480)
H (0.982, 0.200, -2.865)
N (-3.335, 4.609, 1.086)
C (-4.377, 4.182, 0.313)
C (-5.052, 5.288, -0.142)
C (-4.387, 6.428, 0.374)
C (-3.328, 5.977, 1.125)
H (-2.674, 4.008, 1.553)
H (-4.548, 3.128, 0.154)
H (-5.926, 5.277, -0.777)
H (-4.652, 7.462, 0.212)
H (-2.574, 6.510, 1.684)
N (0.752, -3.379, -6.685)
C (-0.305, -3.803, -7.447)
C (-0.975, -2.692, -7.896)
C (-0.293, -1.556, -7.391)
C (0.769, -2.011, -6.650)
H (1.415, -3.981, -6.222)
H (-0.489, -4.856, -7.601)
H (-1.856, -2.696, -8.520)
H (-0.552, -0.520, -7.553)
H (1.534, -1.481, -6.101)
N (1.537, -0.938, 2.200)
C (1.345, 0.042, 3.134)
C (2.209, -0.191, 4.178)
C (2.954, -1.352, 3.857)
C (2.519, -1.790, 2.629)
H (1.032, -1.017, 1.329)
H (0.610, 0.817, 2.977)
H (2.295, 0.409, 5.072)
H (3.723, -1.816, 4.458)
H (2.823, -2.633, 2.025)
N (-0.463, -2.193, 6.184)
C (-1.632, -2.207, 6.897)
C (-1.333, -2.538, 8.197)
C (0.069, -2.726, 8.272)
C (0.580, -2.504, 7.016)
H (-0.381, -1.986, 5.200)
H (-2.573, -1.981, 6.418)
H (-2.045, -2.633, 9.004)
H (0.641, -2.993, 9.148)
H (1.592, -2.541, 6.643)
N (-2.653, 0.827, 8.121)
C (-2.568, 2.189, 8.014)
C (-3.833, 2.706, 8.159)
C (-4.712, 1.615, 8.367)
C (-3.955, 0.468, 8.341)
H (-1.876, 0.187, 8.050)
H (-1.618, 2.672, 7.843)
H (-4.096, 3.752, 8.121)
H (-5.781, 1.662, 8.519)
H (-4.230, -0.569, 8.459)
N (3.179, -3.955, -10.023)
C (4.412, -3.653, -10.538)
C (5.119, -2.975, -9.575)
C (4.283, -2.868, -8.435)
C (3.094, -3.484, -8.739)
H (2.448, -4.446, -10.511)
H (4.678, -3.945, -11.543)
H (6.125, -2.598, -9.680)
H (4.526, -2.394, -7.495)
H (2.195, -3.627, -8.155)

Strongest force on any atom (hartree/bohr): 0.118
Molar mass (g mol⁻¹): 832.39
Total charge: -1
Energy relative to the best compared isomer or geometry (same formula, charge and spin) (kcal/mol): 43.4
Energy (eV): -128955.9691
HOMO energy (eV): -3.56

---

6.
Computed, not measured: 12 unconnected molecules or ions with the total composition C30H38F9IN12O3 in a non-equilibrium geometry, with ωB97M-V/def2-TZVPD.

Geometry (Å):
N (-0.591, -0.323, -2.057)
C (0.350, -1.365, -1.715)
C (1.195, -1.711, -3.009)
C (1.373, -3.220, -3.273)
O (2.275, -3.770, -2.806)
I (0.066, -4.396, -4.521)
O (-0.261, -2.624, -1.293)
C (-1.399, -2.461, -0.619)
O (-1.562, -1.742, 0.284)
C (-2.609, -3.371, -1.025)
F (-3.551, -3.252, -0.105)
F (-2.149, -4.632, -0.932)
C (-3.144, -3.157, -2.481)
F (-2.344, -2.424, -3.225)
F (-3.153, -4.357, -3.068)
C (-4.605, -2.645, -2.590)
F (-5.463, -3.443, -1.996)
F (-4.915, -2.707, -3.888)
C (-4.846, -1.169, -2.181)
F (-6.071, -0.866, -2.588)
F (-4.821, -0.970, -0.886)
F (-4.044, -0.319, -2.758)
H (-0.913, -0.396, -3.012)
H (-0.092, 0.567, -1.920)
H (1.082, -1.087, -0.964)
H (0.800, -1.235, -3.913)
H (2.203, -1.308, -2.852)
C (2.799, 1.794, 0.731)
C (2.189, 1.343, -0.520)
N (1.720, 0.962, -1.487)
H (2.081, 2.373, 1.305)
H (3.111, 0.934, 1.319)
H (3.667, 2.413, 0.518)
C (5.708, 5.303, 0.004)
C (5.469, 4.361, 1.106)
N (5.288, 3.638, 1.968)
H (5.042, 6.160, 0.098)
H (6.737, 5.650, 0.038)
H (5.530, 4.812, -0.951)
C (-6.530, -2.241, 1.832)
C (-6.837, -1.574, 3.104)
N (-7.076, -1.059, 4.093)
H (-7.343, -2.083, 1.126)
H (-5.611, -1.837, 1.413)
H (-6.404, -3.310, 1.997)
C (4.629, 6.086, 4.653)
C (4.952, 7.186, 3.742)
N (5.208, 8.031, 3.019)
H (5.083, 6.264, 5.624)
H (3.549, 6.008, 4.775)
H (5.010, 5.149, 4.250)
C (8.137, 6.847, 6.979)
C (7.814, 5.892, 5.911)
N (7.563, 5.153, 5.080)
H (7.326, 6.877, 7.706)
H (9.054, 6.544, 7.481)
H (8.273, 7.841, 6.556)
C (-10.312, -4.464, 1.960)
C (-10.034, -3.304, 1.103)
N (-9.819, -2.402, 0.440)
H (-9.825, -4.334, 2.925)
H (-11.385, -4.561, 2.112)
H (-9.934, -5.369, 1.488)
C (9.568, 3.722, 0.535)
C (8.533, 3.400, -0.456)
N (7.725, 3.149, -1.220)
H (9.332, 3.242, 1.483)
H (10.536, 3.368, 0.186)
H (9.614, 4.800, 0.684)
C (-12.715, -0.596, -0.583)
C (-13.958, -0.456, -1.355)
N (-14.921, -0.348, -1.954)
H (-12.462, 0.354, -0.114)
H (-12.843, -1.350, 0.191)
H (-11.901, -0.896, -1.239)
C (0.043, -0.679, 3.451)
C (0.772, 0.597, 3.426)
N (1.336, 1.588, 3.407)
H (0.277, -1.219, 4.366)
H (-1.028, -0.491, 3.411)
H (0.329, -1.284, 2.593)
C (1.137, -6.739, -8.525)
C (1.833, -5.795, -7.641)
N (2.373, -5.065, -6.953)
H (0.286, -6.247, -8.993)
H (1.816, -7.089, -9.299)
H (0.783, -7.592, -7.948)
C (6.364, 0.151, -0.199)
C (5.144, -0.648, -0.385)
N (4.202, -1.273, -0.529)
H (6.534, 0.322, 0.863)
H (7.218, -0.379, -0.616)
H (6.261, 1.111, -0.701)

Strongest force on any atom (hartree/bohr): 0.058
Molar mass (g mol⁻¹): 912.60
Total charge: 0
SMILES: N[C@H](CC(=O)I)OC(=O)C(F)(F)C(F)(F)C(F)(F)C(F)(F)F.CC#N.CC#N.CC#N.CC#N.CC#N.CC#N.CC#N.CC#N.CC#N.CC#N.CC#N
Energy (eV): -88304.0118
HOMO energy (eV): -8.84